C25H47OS3Sn as an isolated structure at a distorted geometry. Source: OMol25; level of theory: the ωB97M-V functional and the def2-TZVPD basis.

```
77
Properties=species:S:1:pos:R:3:forces:R:3
Sn -11.97271 -12.66446 3.67803 0.238 0.074 -0.028
C -12.28776 -10.55581 7.21522 -0.730 -0.624 -0.449
C -12.74873 -11.80444 7.53198 0.475 0.998 -0.239
C -14.06241 -11.99437 6.64550 -0.091 -0.137 -0.009
C -14.10727 -10.95919 5.76712 -0.040 -0.468 0.385
C -13.12863 -9.98788 6.15088 0.667 -0.770 1.364
C -12.97152 -8.66516 5.59936 -0.372 0.355 -0.396
C -14.33322 -7.99498 5.42994 -0.907 0.145 -0.553
C -12.07784 -7.71908 6.38700 -0.224 -0.169 0.438
C -12.35946 -9.00144 4.19486 -0.287 0.405 -0.170
C -15.20428 -12.95617 6.83362 -0.348 0.107 -0.521
C -16.24504 -12.86247 5.67094 1.040 -0.384 0.019
C -15.92069 -12.45620 8.11526 0.244 0.517 0.575
C -14.79249 -14.42340 6.92654 -0.087 -0.437 0.335
C -11.97160 -12.82136 8.33921 0.021 0.116 -0.419
C -11.53969 -13.88451 7.26573 -0.275 -0.333 0.265
C -12.74555 -13.47940 9.50819 -0.736 1.673 0.342
C -10.69800 -12.18438 8.93555 0.308 -0.705 -0.358
H -11.43798 -10.03121 7.61877 0.024 -0.112 0.081
H -14.91970 -10.81600 5.08993 -0.181 0.303 -0.288
H -14.80916 -7.83443 6.40431 0.131 0.048 -0.182
H -15.04240 -8.55781 4.79674 0.353 0.165 0.260
H -14.18050 -7.01989 4.94863 -0.081 -0.235 0.177
H -12.32288 -7.73498 7.46906 0.173 0.097 -0.637
H -12.21707 -6.70866 6.00879 0.018 0.030 0.091
H -11.04917 -7.98008 6.22798 0.696 -0.074 0.215
H -13.03219 -9.61243 3.57838 -0.033 0.291 0.105
H -11.40601 -9.50698 4.27103 0.397 -0.089 0.149
H -12.19289 -8.03221 3.71156 -0.041 -0.199 -0.074
H -16.64300 -11.87671 5.57120 -0.484 0.661 0.098
H -17.04812 -13.55445 5.88840 -0.211 -0.051 0.009
H -15.83753 -13.12887 4.67587 0.096 -0.078 0.451
H -16.30839 -11.43552 7.95562 0.314 -0.291 0.118
H -15.25709 -12.46105 9.00698 -0.488 0.092 -0.571
H -16.79798 -13.05848 8.34821 0.113 -0.301 -0.116
H -14.35432 -14.76959 5.98886 -0.015 -0.027 -0.077
H -15.69551 -15.01125 7.10651 0.039 0.010 -0.105
H -14.11047 -14.67991 7.73655 -0.077 0.158 -0.243
H -12.27073 -14.03356 6.45812 0.070 0.194 0.083
H -11.47319 -14.85890 7.74544 0.080 -0.102 0.110
H -10.55971 -13.68231 6.83660 -0.002 0.268 -0.028
H -13.75623 -13.80070 9.26060 0.327 -0.085 0.013
H -12.87507 -12.73545 10.34021 0.246 -0.633 -0.699
H -12.18428 -14.30582 9.88367 0.384 -0.589 0.269
H -9.99937 -11.74843 8.19523 -0.424 -0.230 0.233
H -10.15723 -12.96439 9.47861 0.056 -0.015 -0.196
H -10.92263 -11.45213 9.68321 -0.280 0.637 0.316
C -11.30085 -15.95815 2.71532 0.244 0.508 0.010
C -10.48932 -15.31113 1.59662 -0.050 0.200 1.233
S -10.09011 -13.57734 2.03309 0.134 -0.598 0.228
C -10.48158 -12.68278 0.54582 -0.308 -0.241 -0.597
C -11.89321 -12.80683 -0.01068 0.110 0.055 0.597
S -13.15804 -12.32959 1.20703 0.098 0.648 0.393
C -14.33590 -13.68088 1.26236 -0.186 -0.805 0.543
C -13.73515 -15.06388 1.48539 -0.145 0.476 1.240
S -12.85164 -15.14203 3.13046 -0.699 0.010 -0.270
H -11.56805 -16.96391 2.47606 0.020 -0.829 -0.251
H -10.75602 -15.97684 3.65618 0.158 -0.096 0.086
H -9.53113 -15.81110 1.51923 0.101 -0.203 -0.202
H -11.01950 -15.35243 0.66768 -0.012 0.065 -0.605
H -10.32512 -11.66323 0.82500 0.400 0.843 0.022
H -9.72841 -12.96411 -0.19229 -0.112 0.136 -0.129
H -11.99766 -12.14055 -0.84137 -0.032 0.589 -0.486
H -12.13728 -13.76905 -0.39621 -0.069 -0.873 -0.189
H -15.08390 -13.46614 2.04087 0.320 0.252 -0.168
H -14.87189 -13.66319 0.33540 -0.373 -0.068 -0.667
H -14.50760 -15.84280 1.51738 0.258 0.203 -0.180
H -12.97440 -15.26283 0.76630 0.195 -0.465 -0.635
C -7.65245 -13.42825 5.03456 0.846 0.239 -0.133
C -8.16431 -12.13616 4.47541 -0.841 -0.160 -0.093
O -9.56731 -11.91599 4.85632 -0.130 -0.085 -0.621
H -6.72088 -13.64912 4.51434 0.142 -0.146 0.077
H -8.32742 -14.24616 4.83783 -0.348 -0.316 -0.002
H -7.40625 -13.37787 6.09491 -0.206 -0.006 0.042
H -8.15283 -12.14559 3.38349 -0.136 -0.013 0.146
H -7.59509 -11.27870 4.77342 0.383 0.428 0.316
H -9.62518 -11.74714 5.80148 0.141 0.044 0.156
```
Positions in Å, forces in eV/Å.

Calculated values
spin multiplicity: 1
net charge: +3
E_LUMO: -10.6 eV
gap between HOMO and LUMO: 0.2561 hartree

C25H48Cl2O2P2Pr as an isolated structure at a distorted geometry. Source: OMol25; level of theory: the ωB97M-V functional and the def2-TZVPD basis.

```
80
Properties=species:S:1:pos:R:3:forces:R:3
Pr 0.10704 -0.32754 -0.49895 0.305 0.718 1.017
Cl -1.00115 1.88174 -1.59377 -0.110 0.242 -0.372
P 2.37691 1.58627 -0.42938 -0.995 -1.148 -0.021
C 2.07456 3.37471 -0.12836 0.036 0.108 -0.109
C 3.85119 1.04641 0.53865 0.136 0.556 -0.384
C 2.66662 1.43052 -2.26050 0.152 0.521 0.376
C 1.05460 3.55733 1.00915 -0.068 0.240 -0.043
H 1.57983 3.69087 -1.06347 0.156 -0.058 0.213
C 3.33768 4.21871 0.07336 -0.176 0.224 -0.013
H 3.78385 4.04967 1.06310 -0.045 -0.028 -0.239
H 3.03914 5.27443 0.01925 0.197 -0.097 0.084
H 4.09110 4.04265 -0.70387 -0.089 0.020 0.255
H 0.05604 3.26562 0.66358 0.333 -0.114 0.227
H 1.01447 4.61022 1.31707 0.118 0.015 -0.093
H 1.30294 2.95286 1.88905 -0.150 0.111 -0.244
H 1.70898 1.84271 -2.63325 0.382 -0.047 0.104
C 2.74925 -0.03563 -2.74162 -0.126 -0.137 -0.114
C 3.81592 2.28987 -2.78565 -0.033 -0.165 -0.583
H 3.57931 3.35805 -2.73236 0.114 -0.178 0.103
H 3.96588 2.04574 -3.84654 0.156 0.154 0.100
H 4.75802 2.08872 -2.25440 -0.216 0.068 -0.111
H 2.54017 -0.80658 -1.97509 0.153 0.446 -0.339
H 3.74130 -0.25113 -3.15489 -0.095 -0.019 0.178
H 2.02569 -0.19792 -3.55411 0.193 -0.049 0.210
C 3.46557 1.03242 2.02269 -0.102 -0.211 0.097
H 4.62294 1.79825 0.33858 0.295 -0.174 0.224
C 4.33462 -0.34216 0.10709 -0.051 -0.068 0.057
H 3.25755 2.03017 2.42719 0.025 -0.170 -0.152
H 4.28910 0.59429 2.60152 -0.080 0.098 -0.033
H 2.57548 0.39374 2.16329 0.309 0.319 0.026
H 3.51980 -1.07975 0.21427 0.296 0.224 -0.044
H 5.14768 -0.65478 0.77383 -0.107 0.000 -0.063
H 4.72301 -0.36595 -0.91794 -0.162 0.028 0.173
Cl 1.00117 -1.63689 1.75205 0.245 -0.416 -0.208
H -0.03796 0.99614 1.18201 -0.218 -0.106 -0.053
P -2.62177 -1.16763 0.24887 0.859 0.212 0.038
C -3.57971 -1.09138 -1.34442 -0.130 0.037 0.279
C -2.70279 -2.88747 0.92903 -0.603 0.177 -0.284
C -3.44744 0.03328 1.38459 -0.076 -0.147 -0.422
C -2.63406 -1.15962 -2.55679 0.009 -0.006 -0.109
H -3.98532 -0.06525 -1.30353 0.053 -0.234 -0.078
C -4.74691 -2.07230 -1.49172 -0.063 0.193 -0.226
H -4.39383 -3.09961 -1.65714 -0.082 0.208 0.163
H -5.30201 -1.77053 -2.39115 -0.053 -0.212 0.164
H -5.43748 -2.04501 -0.63732 0.211 -0.103 -0.208
H -1.97872 -0.27323 -2.60191 -0.221 -0.377 0.062
H -3.23683 -1.13591 -3.47499 0.115 -0.050 0.082
H -2.01395 -2.07096 -2.59095 -0.247 0.295 0.076
H -3.35892 0.96050 0.78752 -0.055 -0.321 0.171
C -2.66147 0.26252 2.69479 0.022 0.173 0.121
C -4.93290 -0.27177 1.59648 -0.040 0.322 0.197
H -5.50685 -0.10986 0.67417 0.099 -0.166 0.205
H -5.31950 0.42574 2.34959 -0.137 -0.143 -0.057
H -5.10156 -1.29703 1.95909 0.047 0.254 -0.083
H -1.65890 -0.18994 2.70314 -0.331 0.213 -0.103
H -3.23028 -0.10650 3.55696 0.071 -0.072 -0.117
H -2.51945 1.34388 2.83195 0.028 -0.320 0.025
C -1.83368 -3.81943 0.06511 0.050 0.145 -0.063
H -3.76245 -3.16232 0.85043 0.090 -0.365 0.116
C -2.23874 -2.94891 2.38348 0.239 0.047 0.033
H -2.21015 -3.93058 -0.96195 0.106 0.120 0.209
H -1.81473 -4.81599 0.51982 0.009 0.068 -0.055
H -0.79323 -3.44948 0.02117 -0.405 -0.187 0.040
H -1.20909 -2.55782 2.45095 -0.428 -0.153 0.128
H -2.22105 -3.99967 2.69655 -0.011 0.105 0.018
H -2.88868 -2.39704 3.07235 0.118 -0.073 -0.185
O 0.22137 -3.23383 -3.76386 -0.021 0.285 0.631
C 0.63900 -3.16689 -2.61029 -0.068 0.773 0.059
O 0.53520 -2.14183 -1.79154 -0.029 -1.267 -1.449
C 1.34521 -4.33940 -2.01211 0.733 -1.052 0.835
C 1.07732 -5.64546 -2.46511 0.258 0.220 0.345
C 1.64028 -6.75177 -1.81426 0.314 0.506 0.139
C 2.54118 -6.55458 -0.74889 -0.525 0.387 -0.521
C 2.83939 -5.25992 -0.31562 0.093 0.013 -0.152
C 2.24733 -4.16381 -0.93919 -0.490 -0.041 -0.386
H 0.43283 -5.76547 -3.33477 0.022 0.008 0.273
H 1.38687 -7.76097 -2.14503 0.148 0.274 0.082
H 3.01280 -7.40178 -0.27768 -0.006 -0.160 0.126
H 3.53716 -5.08600 0.51306 -0.310 -0.161 -0.364
H 2.45951 -3.15037 -0.59647 -0.141 -0.327 0.019
```
Positions in Å, forces in eV/Å.

Calculated values
spin multiplicity: 3
net charge: -1
E_LUMO (spin up / spin down): 2.8 / 2.6 eV
gap between HOMO and LUMO (spin up / spin down): 0.2412 / 0.2332 hartree

C25H48Cl3CuN4O4Si as an isolated structure at a distorted geometry. Source: OMol25; level of theory: the ωB97M-V functional and the def2-TZVPD basis.

```
86
Properties=species:S:1:pos:R:3:forces:R:3
C 2.49321 5.20127 -1.33883 -0.008 0.486 -0.096
C 2.35126 4.32781 -0.11541 -1.094 -2.046 -2.202
H 3.46140 5.72852 -1.34241 -0.373 -0.004 0.131
H 1.66010 5.93401 -1.40457 0.560 -0.367 -0.042
H 2.50406 4.57001 -2.23792 -0.287 0.257 0.186
C 3.04760 4.59013 1.06484 0.605 -0.514 1.513
C 3.61163 5.88358 1.48222 0.257 0.734 0.475
H 3.32676 3.73332 1.69070 -0.362 0.302 -0.212
H 2.90896 6.72006 1.34485 0.150 -0.163 0.099
H 4.55201 6.19412 0.99664 -0.179 -0.229 -0.280
H 3.89495 5.80390 2.54110 -0.260 0.242 -0.145
Cu -1.16313 -0.77443 -1.32189 0.076 -0.297 0.150
Cl 0.61665 -0.69329 -2.66359 0.633 0.611 -1.507
Cl -3.21480 -0.90960 -0.47862 -1.189 0.186 0.213
H -4.55059 -4.57245 -1.97747 0.081 0.017 0.134
H -3.67525 -5.42376 -3.98230 0.198 0.177 -0.137
C -3.71908 -3.91482 -1.70990 0.069 0.305 0.024
C -3.33509 -4.38570 -4.11306 0.221 0.222 0.170
N -2.81437 -3.87737 -2.85274 -0.778 -0.563 -0.765
H -3.19100 -4.29694 -0.82473 -0.178 0.191 -0.224
C -1.61572 -3.30199 -2.76262 1.439 0.973 2.490
O -1.20307 -2.81653 -1.67549 -0.694 -2.453 -2.288
H -2.51687 -4.33493 -4.84440 -0.428 -0.104 0.001
H -0.97034 -3.30821 -3.66995 -0.452 0.116 0.292
H -4.07282 -2.89223 -1.49602 0.087 -0.477 0.155
H -4.20449 -3.79663 -4.46120 0.416 -0.119 0.070
H -1.41568 4.08529 1.77669 -0.064 -0.053 -0.109
H 0.74754 3.97256 2.82121 -0.109 -0.195 0.295
C -1.86689 3.23477 2.28789 0.250 -0.055 -0.151
C 0.21310 3.46868 3.64405 -0.130 -0.281 -0.208
N -0.82457 2.60101 3.07575 0.019 -0.248 1.038
H -2.23883 2.52473 1.55230 -0.058 0.033 0.010
C -1.09585 1.38025 3.65513 -0.543 0.243 -0.371
O -2.12195 0.74327 3.46659 0.976 0.582 0.334
H 0.93326 2.85128 4.21158 -0.316 0.324 -0.259
H -0.26024 1.02453 4.31028 -0.362 0.105 -0.294
H -2.69260 3.58311 2.91026 -0.090 -0.001 0.105
H -0.22134 4.23968 4.31106 0.150 -0.324 -0.206
O 0.95518 3.66518 -0.14740 0.913 0.438 0.607
C 2.04007 2.83492 -0.44279 0.230 1.221 -0.240
C 1.75353 1.30524 1.62097 0.044 0.551 -0.676
C 2.46426 1.76845 0.49069 0.325 -1.013 0.972
H 0.73781 1.69203 1.77842 0.622 -0.347 -0.045
C 2.34063 0.38259 2.49453 0.006 0.042 0.213
H 2.20555 2.62393 -1.51463 -0.331 -0.212 0.510
C 3.74102 1.23393 0.26423 -0.436 0.693 -0.510
H 1.81439 0.05826 3.40548 0.085 0.124 -0.609
C 3.61426 -0.13064 2.24473 -0.336 0.132 -0.329
C 4.29125 0.28801 1.10491 0.443 0.022 -0.118
H 4.28427 1.64130 -0.60160 -0.043 -0.478 0.367
H 4.06920 -0.88373 2.87994 -0.150 0.126 0.090
H 5.27841 -0.09805 0.85818 -0.143 -0.048 0.175
Si -2.00463 2.47212 -2.50597 -0.487 -2.750 0.479
Cl -0.97299 1.42809 -0.77673 -0.659 2.966 -1.082
C -3.82455 2.47145 -2.08832 0.059 0.464 0.303
C -1.89215 1.21784 -3.90199 0.462 0.265 0.061
C -1.40177 4.11971 -3.05077 0.496 0.803 0.056
H -4.05439 1.59595 -1.47619 0.043 -0.026 -0.032
H -4.42793 2.43415 -3.00649 0.227 0.011 0.125
H -4.09442 3.37598 -1.54263 -0.210 0.025 0.148
H -1.59852 4.87056 -2.27679 0.117 -0.024 -0.118
H -1.90603 4.45244 -3.98120 0.122 -0.380 0.463
H -0.32232 4.09890 -3.24163 -0.146 0.058 0.044
H -0.83595 1.11196 -4.17696 -0.237 -0.247 -0.133
H -2.47487 1.56997 -4.76631 0.099 0.045 0.141
H -2.26973 0.22966 -3.59471 0.170 0.387 0.024
C -1.45133 -2.12788 2.34383 -0.462 0.842 0.097
N -0.65726 -3.08486 1.60845 0.229 -0.405 0.194
C -1.00183 -4.47649 1.79910 0.084 -0.214 -0.147
C 0.30826 -2.55510 0.78754 -0.430 1.416 -0.533
O 0.33041 -1.30656 0.64630 0.412 -1.558 0.411
N 1.21835 -3.33580 0.12230 -0.338 -0.456 0.762
C 1.21617 -4.78128 0.04999 -0.032 -0.023 0.046
C 2.17318 -2.64620 -0.70514 -0.106 0.917 -0.744
H -2.18776 -2.66343 2.95146 0.164 0.119 -0.117
H -1.98823 -1.44861 1.67065 0.125 -0.158 0.197
H -0.83938 -1.50869 3.00881 0.000 -0.125 -0.079
H -1.36549 -4.93095 0.86438 0.037 -0.008 0.354
H -0.14841 -5.05024 2.18193 -0.395 -0.065 -0.016
H -1.80998 -4.52640 2.53767 0.262 -0.051 -0.246
H 0.27082 -5.16077 -0.35817 0.283 -0.076 0.113
H 2.01692 -5.07496 -0.63071 -0.159 -0.027 0.099
H 1.43238 -5.23740 1.02407 -0.065 -0.112 -0.273
H 1.62330 -1.96584 -1.39890 0.783 -0.575 0.600
H 2.86097 -2.03675 -0.10018 0.007 -0.201 -0.166
H 2.70838 -3.39665 -1.29757 0.085 0.297 0.173
```
Positions in Å, forces in eV/Å.

Calculated values
spin multiplicity: 2
net charge: -1
E_LUMO (spin up / spin down): 2.6 / 2.1 eV
gap between HOMO and LUMO (spin up / spin down): 0.1940 / 0.1764 hartree

Record order is preserved below.
Relative energy (zero: lowest compared OMol25 entry of this formula, charge and spin): 0.00, 10.21, 81.23 kcal/mol